Below is 3 unconnected molecules or ions with the total composition C24H47N6O3P, with properties calculated with ωB97M-V/def2-TZVPD.

ORCA input file:
```
! RIJCOSX wB97M-V def2-TZVPD def2/J DEFGRID3
* xyz 0 1
N 1.904 3.796 1.329
P 2.840 2.741 0.693
O 3.497 3.002 -0.738
O 4.132 2.436 1.576
C 2.025 1.133 0.508
C 0.856 0.852 1.273
N 0.228 -0.281 1.167
C 0.706 -1.196 0.281
C 0.037 -2.430 0.129
C -1.222 -2.739 0.881
C -2.483 -2.386 0.094
C -2.660 -0.902 -0.197
C -4.066 -0.557 -0.678
N -4.337 0.882 -0.545
C 0.543 -3.310 -0.775
C 1.685 -3.029 -1.555
C 2.334 -1.844 -1.432
O 3.387 -1.506 -2.243
C 1.856 -0.897 -0.497
N 2.508 0.283 -0.356
H 1.817 4.645 0.783
H 2.917 2.691 -1.445
H 4.053 2.986 2.370
H 0.488 1.595 1.970
H -1.230 -2.202 1.827
H -1.247 -3.810 1.090
H -3.352 -2.733 0.658
H -2.473 -2.923 -0.859
H -2.444 -0.316 0.702
H -1.951 -0.585 -0.964
H -4.795 -1.168 -0.136
H -4.157 -0.811 -1.736
H -3.880 1.243 0.282
H -5.326 1.050 -0.420
H 0.056 -4.268 -0.911
H 2.045 -3.749 -2.276
H 4.210 -1.829 -1.864
C -2.871 -6.543 -1.435
C -3.815 -6.588 -0.244
N -5.020 -5.806 -0.443
C -5.772 -5.574 0.776
C -6.390 -6.784 1.487
C -5.796 -6.139 -1.626
C -6.283 -7.585 -1.781
H -2.652 -5.510 -1.712
H -1.933 -7.037 -1.179
H -3.278 -7.052 -2.309
H -3.297 -6.163 0.621
H -4.016 -7.642 0.007
H -6.561 -4.852 0.547
H -5.098 -5.070 1.476
H -7.252 -7.179 0.950
H -6.733 -6.488 2.480
H -5.669 -7.591 1.616
H -5.197 -5.884 -2.504
H -6.652 -5.461 -1.653
H -5.487 -8.304 -1.581
H -6.622 -7.750 -2.805
H -7.118 -7.816 -1.120
C 3.887 9.269 -0.185
C 4.591 8.479 0.908
N 4.501 7.043 0.715
C 4.882 6.274 1.884
C 6.335 6.354 2.369
C 4.983 6.545 -0.562
C 6.432 6.863 -0.955
H 2.857 8.932 -0.300
H 3.876 10.328 0.075
H 4.388 9.175 -1.149
H 4.112 8.701 1.865
H 5.629 8.838 0.992
H 4.629 5.230 1.686
H 4.227 6.586 2.705
H 7.018 5.820 1.710
H 6.416 5.900 3.358
H 6.679 7.386 2.455
H 4.324 6.932 -1.344
H 4.834 5.463 -0.566
H 6.675 7.914 -0.792
H 6.576 6.657 -2.018
H 7.153 6.261 -0.406
*
```

The total energy comes out at -1838.32544 a.u. Its SMILES is N=P(O)(O)c1cnc2c(CCCCN)ccc(O)c2n1.CCN(CC)CC.CCN(CC)CC. The value obtained for the orbital gap is 7.6 eV. The lowest unoccupied orbital energy comes out at -0.445 eV.